# 1
A cluster of 4 separate species, C2H12NO3 in total in a non-equilibrium geometry. Source: the OMol25 dataset; level of theory: ωB97M-V with the def2-TZVPD basis set.

XYZ file:
```
18
Properties=species:S:1:pos:R:3
C -0.0816 -1.2151 -0.2001
C -0.4424 1.0795 0.6889
N -0.7021 -0.2596 0.6925
H 0.9397 -0.9963 -0.2552
H -0.4498 -2.2720 0.0133
H -0.5141 -1.0506 -1.1737
H 0.1884 1.3468 -0.2000
H -0.3351 1.7306 1.5396
H -1.5128 -0.4398 1.3205
H -3.0907 0.6349 3.9207
H -1.6704 1.2037 3.9165
O -2.3379 0.8896 3.3060
H 2.5743 -2.6330 -2.4911
H 1.4931 -3.6044 -2.9964
O 1.5403 -2.7091 -2.5446
H 1.8727 2.6986 -2.5013
H 1.1683 3.1853 -1.3006
O 1.3600 2.4109 -1.7348
```

For the HOMO-LUMO gap, the calculation gives 9.0 eV. The total charge is +1. The value obtained for the LUMO energy is -5.434 eV. The energy above the lowest of the compared OMol25 structures with the same formula, charge and spin is 2.603 eV.

Results of the Mulliken charge analysis, in e, for atoms 1 through 5: atom 1 (C): -0.80, atom 2 (C): 0.00, atom 3 (N): -0.01, atom 4 (H): 0.30, atom 5 (H): 0.33

***

# 2
A cluster of 4 separate species, C2H12NO3 in total. Source: the OMol25 dataset; level of theory: ωB97M-V with the def2-TZVPD basis set.

XYZ file:
```
18
Properties=species:S:1:pos:R:3
C 1.1569 0.0026 1.0217
C 0.9824 1.1025 -1.1057
N 1.1495 0.0351 -0.4306
H 2.1790 0.0396 1.3814
H 0.6843 0.8930 1.4308
H 0.6566 -0.8797 1.4020
H 0.7027 1.9832 -0.5465
H 1.1187 1.1398 -2.1851
H 1.2570 -0.8898 -0.9196
H -3.3484 0.2811 2.7278
H -2.1659 -0.1698 3.5401
O -2.4889 -0.1580 2.6276
H 0.5775 -2.9653 -1.6474
H 2.1094 -3.1395 -1.4251
O 1.4223 -2.4963 -1.6267
H -2.5077 2.1043 -0.9271
H -1.8326 1.3075 -2.0596
O -1.6527 1.8095 -1.2580
```

For the HOMO-LUMO gap, the calculation gives 10.3 eV. The total charge is +1. The value obtained for the LUMO energy is -4.056 eV. The energy above the lowest of the compared OMol25 structures with the same formula, charge and spin is 0.927 eV.

Results of the Mulliken charge analysis, in e, for atoms 1 through 5: atom 1 (C): -0.79, atom 2 (C): -0.16, atom 3 (N): 0.13, atom 4 (H): 0.34, atom 5 (H): 0.31

***

# 3
A cluster of 4 separate species, C2H12NO3S in total in a non-equilibrium geometry. Source: the OMol25 dataset; level of theory: ωB97M-V with the def2-TZVPD basis set.

XYZ file:
```
19
Properties=species:S:1:pos:R:3
C 0.5078 -0.8438 2.1588
C -0.8432 -1.4515 1.7211
S -1.8152 -0.8623 0.3881
N 1.3926 -0.2065 1.1767
H 1.1075 -1.7486 2.5623
H 0.3550 -0.0416 2.9262
H -1.5332 -1.3352 2.6194
H -0.7945 -2.6263 1.7040
H 1.8682 0.7407 1.4217
H 0.9470 -0.2018 0.2730
H -1.0829 2.5427 -0.2806
H -0.6566 1.3434 0.5269
O -0.2667 2.2575 0.1478
H 1.9243 1.2023 -1.7260
H 3.2096 1.0969 -1.0001
O 2.9268 1.4131 -1.9281
H -0.4464 -0.5069 -2.4880
H -1.1647 0.4332 -3.4552
O -0.4634 -0.1562 -3.3209
```

For the HOMO-LUMO gap, the calculation gives 6.8 eV. The total charge is -1. The value obtained for the LUMO energy is 3.617 eV. The energy above the lowest of the compared OMol25 structures with the same formula, charge and spin is 1.845 eV.

Results of the Mulliken charge analysis, in e, for atoms 1 through 5: atom 1 (C): -0.37, atom 2 (C): -0.54, atom 3 (S): -0.57, atom 4 (N): -0.48, atom 5 (H): 0.20

***

# 4
A structure of composition C2H12NO4 in a non-equilibrium geometry. Source: the OMol25 dataset; level of theory: ωB97M-V with the def2-TZVPD basis set.

XYZ file:
```
19
Properties=species:S:1:pos:R:3
C -1.2275 0.9888 -0.8665
O -2.6004 0.7150 -0.6377
C -0.3251 -0.2433 -0.8295
N -0.1803 -0.6857 0.5619
H -1.1896 1.6166 -1.7694
H -0.8105 1.7308 -0.1547
H -0.8572 -0.9998 -1.4029
H 0.6586 0.0254 -1.2570
H -1.2872 -0.4416 1.3373
H -0.0848 -1.6973 0.5776
H -2.6925 -1.0563 2.1567
H -2.6462 0.3819 0.2834
O -2.2550 -0.2325 1.9173
H 2.4398 0.4830 1.6449
H 0.8163 -0.3214 0.9948
O 2.2510 -0.2752 1.0907
H 3.4840 -0.5010 -1.7885
H 3.0498 0.1429 -0.4903
O 3.4567 0.3695 -1.3681
```

For the HOMO-LUMO gap, the calculation gives 8.5 eV. The total charge is -1. The value obtained for the LUMO energy is 3.992 eV. The energy above the lowest of the compared OMol25 structures with the same formula, charge and spin is 0.647 eV.

Results of the Mulliken charge analysis, in e, for atoms 1 through 5: atom 1 (C): -0.67, atom 2 (O): -0.62, atom 3 (C): -0.19, atom 4 (N): -0.56, atom 5 (H): 0.38

***

# 5
A cluster of 4 separate species, C2H12NO4 in total in a non-equilibrium geometry. Source: the OMol25 dataset; level of theory: ωB97M-V with the def2-TZVPD basis set.

XYZ file:
```
19
Properties=species:S:1:pos:R:3
O 2.5932 1.0854 1.1022
C 1.6148 0.6549 1.6338
C 0.5101 -0.0348 0.7523
N 0.2125 0.7083 -0.4751
H 1.4244 0.7304 2.7318
H 0.9032 -1.0422 0.6194
H -0.3709 -0.0517 1.3986
H -0.1912 0.0356 -1.1725
H -0.5766 1.3884 -0.4433
H 1.0029 1.1678 -0.9267
H -0.0637 3.3394 0.7224
H -0.4756 3.9183 -0.5940
O -0.6961 3.2099 0.0139
H -1.5658 -1.3951 -2.7839
H -0.9805 -2.3500 -1.6634
O -1.0055 -1.4484 -2.0116
H -1.4879 -3.0297 0.5355
H -0.2626 -3.8893 0.3833
O -0.5850 -2.9973 0.1771
```

For the HOMO-LUMO gap, the calculation gives 11.0 eV. The total charge is +1. The value obtained for the LUMO energy is -3.213 eV. The energy above the lowest of the compared OMol25 structures with the same formula, charge and spin is 0.362 eV.

Results of the Mulliken charge analysis, in e, for atoms 1 through 5: atom 1 (O): -0.41, atom 2 (C): -0.03, atom 3 (C): -0.39, atom 4 (N): -0.19, atom 5 (H): 0.36

***

# 6
A structure of composition C2H12Ni3O12 in a non-equilibrium geometry. Source: the OMol25 dataset; level of theory: ωB97M-V with the def2-TZVPD basis set.

XYZ file:
```
29
Properties=species:S:1:pos:R:3
Ni 1.5470 -0.1786 -2.3599
Ni -1.7542 0.1331 0.2017
Ni 2.0098 -0.1240 1.7716
C 0.6546 0.9962 -0.1000
O 0.1507 0.7165 1.0631
O 1.8389 0.4551 -0.2501
O -0.1214 0.7507 -1.0922
C -2.3088 -2.1409 0.9336
O -1.1391 -1.8905 0.4325
O -2.7109 -3.3520 1.0544
O -3.0151 -1.1466 1.2390
O -3.0277 0.4383 -1.3955
H -2.8948 0.7706 -2.2896
H -3.9615 0.5736 -1.1919
O 3.0384 1.2428 -2.8417
H 2.8220 2.1684 -2.9987
H 3.8431 1.2514 -2.3136
O -2.4929 2.0394 0.9245
H -2.6610 2.9539 0.6740
H -2.6550 1.9955 1.8748
O 2.6136 1.7637 2.3634
H 1.9099 2.3331 2.7017
H 3.4327 2.0892 2.7597
O 1.3975 -2.0007 1.4159
H 0.4231 -1.9472 1.2843
H 1.5938 -2.9346 1.5601
O 0.6517 -1.9833 -1.9078
H 0.6748 -2.8056 -2.4084
H 0.1405 -2.1673 -1.1052
```

For the HOMO-LUMO gap (alpha / beta), the calculation gives 7.7 / 4.3 eV. The total charge is +2. The value obtained for the LUMO energy (alpha / beta) is -6.773 / -9.094 eV. As for the spin multiplicity: 7.

Results of the Mulliken charge analysis, in e, for atoms 1 through 5: atom 1 (Ni): 0.50, atom 2 (Ni): 0.89, atom 3 (Ni): 0.80, atom 4 (C): 1.59, atom 5 (O): -0.85

***

> total charge of number 5 (C2H12NO4)?

+1

***

> Which value of total charge does entry 1 give?

+1

***

> Which value of total charge does entry 1 give?

+1